(1)
{"formula": "C4H5O2", "method": "ωB97M-V/def2-TZVPD", "e_above_lowest_ev": 1.642, "multiplicity": 1, "total_energy_ha": -305.5359, "lumo_energy_ev": -5.03, "max_force_ha_per_bohr": 0.066, "homo_energy_ev": -15.938, "homo_lumo_gap_ev": 10.908, "charge": 1, "symbols": ["C", "C", "C", "C", "O", "O", "H", "H", "H", "H", "H"], "positions_angstrom": [[0.78, 0.36, 0.41], [0.89, -0.94, 0.74], [-0.94, -1.50, -0.74], [-0.57, 0.75, -0.24], [-1.01, -0.26, -1.07], [-0.33, -1.98, 0.25], [1.34, 1.25, 0.74], [1.70, -1.53, 1.11], [-1.35, -2.18, -1.49], [-1.42, 1.09, 0.40], [-0.29, 1.61, -0.83]]}

---

(2)
{"formula": "C37H52HfN5O9", "method": "ωB97M-V/def2-TZVPD", "multiplicity": 2, "total_energy_ha": -2438.8550, "lumo_energy_ev": [-8.34, -8.39], "max_force_ha_per_bohr": 0.173, "homo_energy_ev": [-10.923, -10.923], "homo_lumo_gap_ev": [2.583, 2.534], "charge": 2, "s_squared": 0.756, "symbols": ["Hf", "C", "C", "C", "C", "C", "C", "N", "O", "C", "C", "C", "H", "H", "H", "H", "H", "H", "H", "H", "H", "H", "H", "H", "H", "H", "H", "H", "H", "H", "C", "C", "C", "O", "H", "H", "H", "H", "H", "H", "H", "C", "C", "C", "O", "H", "H", "H", "H", "H", "H", "H", "N", "C", "C", "C", "C", "H", "H", "H", "H", "H", "C", "C", "C", "C", "C", "C", "N", "O", "O", "H", "H", "H", "H", "H", "C", "C", "C", "C", "C", "C", "N", "O", "O", "H", "H", "H", "H", "H", "C", "C", "C", "C", "C", "C", "N", "O", "O", "H", "H", "H", "H", "H"], "positions_angstrom": [[0.59, -0.31, 2.68], [-3.69, 2.60, 2.02], [-2.22, 3.11, 2.36], [-2.37, 4.68, 2.43], [-2.86, 5.24, 3.79], [-2.16, 4.67, 4.99], [-2.07, 3.13, 4.93], [-1.55, 2.68, 3.64], [-1.00, 1.28, 3.72], [-3.45, 2.47, 5.35], [-1.14, 2.80, 6.13], [-1.30, 2.81, 1.19], [-4.14, 3.07, 1.15], [-4.31, 2.66, 2.91], [-3.60, 1.56, 1.70], [-3.04, 5.02, 1.64], [-1.41, 5.18, 2.27], [-3.94, 5.09, 3.77], [-2.54, 6.28, 3.80], [-2.76, 4.99, 5.84], [-1.19, 5.13, 5.16], [-3.50, 1.40, 5.11], [-4.30, 2.96, 4.89], [-3.81, 2.51, 6.38], [-1.14, 3.40, 7.05], [-0.17, 3.01, 5.68], [-1.01, 1.74, 6.33], [-1.28, 1.81, 0.76], [-0.24, 3.04, 1.14], [-1.58, 3.56, 0.44], [0.18, 1.12, -1.74], [0.76, -0.21, -0.98], [2.08, -0.84, -1.49], [0.66, 0.06, 0.36], [0.74, 2.01, -1.47], [-0.73, 1.46, -1.25], [0.05, 0.93, -2.81], [0.05, -0.93, -1.39], [1.98, -1.13, -2.54], [2.09, -1.79, -0.95], [3.04, -0.36, -1.34], [4.87, -1.19, 3.86], [4.24, -0.90, 2.44], [4.98, -1.41, 1.20], [2.89, -1.04, 2.46], [5.57, -0.36, 4.01], [5.31, -2.18, 3.78], [4.28, -1.12, 4.77], [4.37, 0.18, 2.32], [4.56, -1.03, 0.27], [5.03, -2.49, 1.36], [6.03, -1.15, 1.31], [5.62, 2.45, -3.52], [5.36, 3.76, -3.47], [4.02, 3.98, -3.41], [3.49, 2.70, -3.31], [4.50, 1.76, -3.49], [6.52, 2.06, -3.78], [6.21, 4.41, -3.33], [3.42, 4.88, -3.41], [2.41, 2.60, -3.29], [4.43, 0.70, -3.63], [-0.37, 0.30, -7.30], [0.24, 0.35, -6.04], [1.63, 0.11, -5.96], [2.36, -0.24, -7.07], [1.70, -0.29, -8.31], [0.41, 0.14, -8.42], [3.82, -0.58, -6.86], [4.40, -1.21, -7.76], [4.29, -0.20, -5.81], [-1.37, 0.67, -7.50], [-0.27, 0.71, -5.15], [2.13, 0.04, -5.00], [2.21, -0.63, -9.20], [-0.01, 0.11, -9.41], [-5.60, -4.13, 2.04], [-5.78, -3.25, 0.94], [-4.83, -2.37, 0.61], [-3.65, -2.29, 1.44], [-3.37, -3.28, 2.37], [-4.36, -4.26, 2.63], [-2.66, -1.26, 1.07], [-2.93, -0.50, 0.12], [-1.68, -1.06, 1.81], [-6.45, -4.74, 2.30], [-6.68, -3.29, 0.35], [-4.82, -1.86, -0.34], [-2.38, -3.30, 2.81], [-4.27, -5.07, 3.33], [-1.31, -6.64, -1.38], [0.08, -6.72, -1.40], [0.80, -5.66, -0.84], [0.25, -4.55, -0.27], [-1.17, -4.48, -0.38], [-1.88, -5.46, -1.00], [1.06, -3.56, 0.52], [0.48, -2.71, 1.22], [2.27, -3.66, 0.57], [-1.91, -7.37, -1.90], [0.61, -7.59, -1.76], [1.87, -5.80, -0.72], [-1.74, -3.60, -0.11], [-2.95, -5.29, -1.04]]}